Below is 2 unconnected molecules or ions with the total composition C10H23N2 at a distorted geometry, with properties calculated with ωB97M-V with the def2-TZVPD basis set.

Computed properties:
**HOMO-LUMO gap (alpha / beta)**: 8.421 / 8.791 eV
**Total charge**: +1
**Energy relative to the best compared isomer or geometry (same formula, charge and spin)**: 103.48 kcal/mol
**2S+1**: 1
**LUMO level (alpha / beta)**: -4.0568 / -4.1357 eV

Element x y z (Å)
1 C 0.1703 0.3191 0.5294
2 C -3.6527 -0.5793 -1.8972
3 C 2.0034 -2.3626 0.9072
4 C -0.0955 2.4004 -0.8306
5 C 1.6050 2.3796 0.8299
6 C 1.9644 0.8004 -1.1134
7 C -0.6739 -1.6837 1.6852
8 C -2.1298 -0.5610 -1.3724
9 C 1.6254 -1.1235 1.7091
10 C 0.8837 1.3869 -0.1939
11 N -1.9538 0.4068 -0.2520
12 N 0.2639 -0.6967 1.2577
13 H -4.1701 0.4069 -1.7963
14 H -3.5843 -0.7636 -2.9330
15 H -4.2726 -1.2114 -1.3840
16 H 1.6478 -2.1625 -0.1263
17 H 3.0783 -2.5197 0.7585
18 H 1.5317 -3.2952 1.2328
19 H -1.0766 2.1110 -0.7340
20 H 0.1935 2.4213 -1.9669
21 H 0.1079 3.4559 -0.6078
22 H 2.1519 3.1430 0.2788
23 H 0.7490 2.9325 1.3213
24 H 2.1313 1.8744 1.7031
25 H 1.5709 -0.1297 -1.6365
26 H 2.2338 1.6372 -1.7257
27 H 2.7955 0.3509 -0.5426
28 H -0.4576 -2.6323 1.1815
29 H -1.6871 -1.3450 1.3275
30 H -0.7266 -1.6972 2.7812
31 H -1.9745 -1.6309 -1.0468
32 H -1.5680 -0.1415 -2.2399
33 H 2.3316 -0.2430 1.5163
34 H 1.5437 -1.3675 2.8269
35 H -2.5603 0.1200 0.5528

Cartesian forces (eV/Å) of the 3 atoms listed first:
-4.9 0.1 -1.8
1.9 3.4 0.7
0.0 0.1 -1.5